{
  "formula": "C27H63FGaN6O7",
  "method": "ωB97M-V with the def2-TZVPD basis set",
  "elements": ["H", "C", "H", "C", "H", "H", "H", "C", "H", "H", "H", "H", "H", "O", "H", "C", "C", "H", "O", "H", "H", "H", "C", "C", "H", "H", "H", "H", "H", "C", "C", "F", "H", "N", "H", "H", "H", "H", "H", "H", "H", "C", "H", "Ga", "N", "C", "C", "H", "C", "C", "H", "H", "C", "O", "N", "C", "H", "H", "N", "C", "H", "H", "H", "H", "H", "O", "H", "C", "H", "H", "C", "H", "H", "H", "H", "C", "H", "H", "C", "H", "C", "C", "H", "H", "H", "C", "C", "H", "H", "H", "N", "H", "O", "H", "H", "O", "H", "H", "H", "H", "H", "N", "C", "O", "C"],
  "positions_angstrom": [[-3.909, -0.087, 3.007], [5.153, -0.289, 4.134], [-8.538, 1.097, 1.579], [1.319, 2.310, 3.619], [-10.189, -0.343, -6.961], [-0.447, -1.792, 3.829], [-4.014, 1.017, -4.016], [-2.673, 1.611, -1.664], [-8.927, -0.710, -8.156], [5.028, -2.917, 4.660], [3.693, -3.850, -0.271], [-6.842, 1.336, 2.044], [-6.463, 3.423, -1.002], [-6.436, -1.538, -5.461], [9.108, -0.776, -1.650], [-9.172, -0.106, -7.282], [3.357, -6.366, -0.624], [2.566, 0.795, -0.867], [5.384, -0.070, -1.148], [3.136, 4.390, -1.599], [3.870, 1.993, -1.040], [-3.312, -1.177, 5.359], [2.888, 1.806, -0.610], [2.601, 1.767, 4.341], [-9.117, 0.951, -7.553], [-7.504, 0.900, -4.721], [3.855, -6.970, -1.386], [1.692, 2.988, 2.821], [-0.015, 3.459, -1.128], [5.260, -2.548, 3.641], [-0.975, -0.933, 3.359], [-3.540, -2.862, 3.133], [-1.659, 1.887, -1.949], [7.360, -1.025, -0.529], [3.667, -0.179, 2.488], [-9.258, 1.014, -4.997], [7.597, -0.829, -2.593], [0.248, 0.123, 4.861], [2.754, 3.295, -2.952], [-4.365, 4.177, -3.064], [2.450, 0.779, 4.805], [0.490, 1.197, 2.924], [4.397, -0.644, 4.859], [-2.973, -1.165, 3.789], [-7.283, 1.833, 0.067], [2.355, 3.778, -2.056], [-6.140, 2.651, -0.299], [5.181, -6.356, 2.026], [3.858, 1.843, 3.416], [-7.946, 1.179, -0.907], [2.945, 1.883, 0.477], [-5.708, 3.116, 0.583], [-8.410, 0.335, -4.940], [5.989, -1.324, 3.639], [4.353, -5.730, 0.215], [-7.240, -1.269, -6.325], [-1.166, 1.032, 4.286], [4.295, -2.424, 3.111], [1.921, 2.768, -1.116], [0.638, 2.687, -0.687], [7.435, -2.187, 1.220], [7.997, 0.616, -1.649], [-0.257, 1.697, 2.289], [2.723, -7.010, -0.011], [8.904, -1.257, 0.850], [-2.836, 4.376, -1.751], [0.708, 2.909, 4.314], [4.443, -4.386, 0.330], [5.820, 0.432, 4.646], [2.797, 2.476, 5.173], [8.063, -0.474, -1.671], [-0.879, -0.989, 2.256], [6.307, -6.315, 0.660], [-7.210, -1.749, -7.318], [5.195, 0.657, 2.218], [-7.671, 1.744, 1.462], [3.651, 2.414, 2.493], [8.503, -2.715, -0.098], [-0.340, 0.368, 3.956], [-8.569, -0.382, -4.135], [5.285, -6.557, 0.959], [6.040, -0.753, -0.385], [1.080, 0.569, 2.234], [5.855, -3.267, 3.068], [1.522, 4.420, -2.341], [-4.566, 1.629, -3.299], [8.090, -1.846, 0.420], [5.598, -1.215, 0.510], [-5.394, 2.028, -0.786], [-5.219, 2.313, -3.840], [-8.249, -0.376, -6.200], [-8.792, 0.583, -0.529], [-7.665, 1.222, -2.091], [2.734, -5.620, -1.114], [-2.817, 1.863, -0.613], [5.255, -3.799, 1.017], [-5.174, 0.982, -2.666], [5.089, -7.610, 0.766], [-2.815, 0.542, -1.807], [-7.917, 2.742, 1.834], [4.683, 2.386, 3.918], [-3.624, 2.358, -2.470], [4.416, 0.461, 2.987], [0.211, 1.868, 0.098], [-3.602, 3.709, -2.420]],
  "atomic_forces_ev_per_a": [[0.06, 0.02, -0.04], [-0.32, 1.18, -0.38], [0.03, 0.00, -0.08], [0.71, -0.82, -0.68], [-0.05, 0.05, -0.15], [-0.23, 0.22, -0.60], [-0.14, -0.05, -0.05], [0.03, 0.27, 0.13], [0.04, -0.01, 0.05], [0.32, 0.24, -0.28], [-0.04, -0.01, -0.02], [-0.09, 0.00, 0.10], [0.14, 0.02, -0.01], [0.10, 0.02, 0.16], [-0.04, -0.03, 0.07], [0.08, 0.07, 0.31], [0.19, -0.11, 0.18], [0.16, 0.00, 0.07], [0.14, 0.13, -0.30], [0.02, 0.08, -0.14], [-0.09, -0.03, -0.02], [0.06, -0.01, 0.10], [-0.21, 0.01, 0.04], [0.07, 1.60, -0.03], [-0.12, -0.03, -0.11], [-0.09, -0.01, 0.18], [-0.13, -0.03, -0.05], [-0.32, -0.06, 0.50], [0.00, 0.08, -0.05], [-0.13, -0.18, -0.47], [0.08, -0.18, 0.54], [0.28, 0.57, 0.20], [0.01, -0.10, 0.12], [-0.25, -0.01, 0.09], [0.07, 0.28, 0.39], [0.01, -0.04, -0.07], [0.09, 0.10, -0.05], [-0.16, 0.09, -0.34], [0.05, 0.15, -0.06], [-0.08, -0.05, -0.05], [0.02, 0.22, -0.38], [-0.94, 0.44, 0.99], [0.49, -0.14, -0.10], [-0.02, -0.39, -0.31], [-0.38, -0.20, -0.10], [0.08, -0.27, 0.19], [-0.15, -0.09, -0.16], [0.09, -0.08, 0.00], [0.04, -0.95, 0.09], [0.10, 0.14, 0.48], [0.05, -0.11, -0.02], [-0.05, -0.08, 0.02], [0.25, -0.23, -0.03], [-0.81, -0.39, 0.58], [-0.08, 0.25, -0.09], [-0.21, 0.15, -0.08], [0.48, -0.07, 0.07], [0.40, -0.09, 0.18], [-0.25, 0.06, 0.07], [0.03, 0.37, -0.24], [-0.07, 0.07, -0.07], [0.06, -0.02, -0.13], [0.36, -0.28, 0.09], [-0.08, -0.02, -0.13], [0.04, -0.14, 0.08], [0.17, 0.05, 0.10], [0.03, -0.37, -0.27], [-0.25, -0.16, -0.22], [-0.32, -0.25, -0.14], [-0.09, -0.51, -0.19], [-0.29, 0.06, 0.03], [0.20, 0.07, 0.53], [0.02, -0.08, 0.09], [-0.06, 0.00, -0.09], [-0.33, -0.16, 0.31], [0.29, 0.08, -0.03], [-0.14, -0.19, 0.47], [0.06, -0.04, 0.14], [-0.32, -0.09, -0.76], [0.06, 0.16, 0.10], [0.05, 0.28, 0.06], [0.13, -0.24, 0.39], [0.02, 0.19, 0.48], [-0.23, 0.08, 0.42], [-0.03, -0.05, 0.06], [0.33, -0.15, 0.14], [0.00, 0.16, -0.19], [0.09, -0.06, 0.02], [0.08, 0.13, 0.08], [0.01, 0.04, 0.10], [0.04, -0.16, -0.28], [-0.01, -0.02, 0.06], [0.03, 0.08, -0.25], [0.05, 0.03, 0.06], [0.20, -0.13, 0.03], [0.24, -0.17, -0.16], [-0.14, -0.05, -0.23], [-0.06, 0.05, -0.04], [-0.07, 0.05, -0.03], [-0.03, -0.06, 0.10], [-0.35, -0.24, -0.13], [-0.15, 0.56, -0.28], [0.97, 0.24, -0.27], [0.17, -0.18, -0.24], [-0.07, -0.51, -0.12]],
  "lowdin_charge": [-0.128, -0.243, 0.081, -0.204, 0.086, 0.027, 0.091, -0.030, 0.078, 0.092, 0.143, 0.092, 0.097, 0.020, 0.081, -0.071, -0.057, 0.097, 0.003, 0.085, 0.073, -0.123, -0.036, -0.191, 0.086, 0.077, 0.087, 0.091, 0.127, -0.127, -0.328, -0.520, 0.072, -0.190, 0.113, 0.087, 0.089, 0.088, 0.086, 0.128, 0.097, -0.234, 0.118, 0.266, -0.186, -0.066, -0.025, 0.093, -0.204, -0.337, 0.071, 0.100, -0.046, -0.203, -0.198, -0.365, 0.080, 0.089, -0.192, -0.339, 0.070, 0.089, 0.088, 0.091, 0.088, -0.002, 0.104, -0.314, 0.123, 0.098, -0.053, 0.032, 0.090, 0.126, 0.105, -0.050, 0.083, 0.087, -0.307, 0.090, -0.042, -0.335, 0.100, 0.061, 0.082, -0.064, -0.052, 0.121, 0.068, 0.083, -0.202, 0.132, -0.006, 0.087, 0.100, -0.010, 0.073, 0.084, 0.098, 0.087, 0.103, -0.208, -0.187, 0.016, -0.374],
  "e_homo_ev": -4.40,
  "e_lumo_ev": 2.048,
  "total_charge": -1,
  "total_energy_ha": -3946.4496,
  "orbital_gap_ev": 6.453
}

=====

{
  "formula": "C27H64ClN11O22S3Sb",
  "method": "ωB97M-V with the def2-TZVPD basis set",
  "elements": ["C", "O", "O", "H", "S", "H", "H", "H", "C", "C", "O", "C", "H", "C", "O", "H", "H", "C", "O", "N", "H", "O", "H", "O", "C", "C", "Sb", "C", "H", "H", "O", "H", "N", "O", "O", "H", "N", "H", "C", "H", "O", "H", "H", "H", "H", "N", "C", "O", "C", "H", "C", "N", "H", "O", "N", "H", "O", "H", "H", "H", "N", "O", "C", "C", "H", "H", "C", "H", "N", "H", "C", "O", "C", "C", "H", "H", "H", "H", "C", "C", "H", "H", "H", "O", "H", "O", "H", "H", "Cl", "H", "H", "C", "H", "H", "N", "H", "H", "H", "O", "O", "H", "C", "H", "H", "H", "C", "H", "H", "H", "N", "H", "S", "H", "H", "H", "C", "N", "H", "H", "C", "H", "O", "S", "O", "H", "H", "H", "H", "C"],
  "positions_angstrom": [[-1.299, 1.475, -2.602], [5.329, 1.108, -4.341], [-2.111, -1.742, 3.438], [-3.170, 1.195, 7.723], [-2.589, -3.419, 7.066], [-5.776, -1.165, 4.022], [-2.359, 0.443, -0.391], [-2.451, -2.162, 7.508], [-3.460, -1.341, -0.675], [-2.401, -1.875, 4.739], [0.547, 4.400, 7.503], [-5.298, 3.887, -0.110], [-0.803, -3.026, 5.515], [-1.893, -3.126, 5.425], [5.266, -0.783, -3.315], [-3.898, -3.335, -0.631], [0.146, 2.671, -1.534], [0.592, -1.130, -4.842], [-0.545, -0.596, 7.941], [-5.389, 2.406, 0.000], [1.411, -3.185, -0.129], [4.463, -2.663, -6.802], [4.740, -0.853, -8.925], [-0.366, -5.311, 0.194], [-0.168, -3.073, 2.587], [4.125, 0.989, -2.367], [-0.707, -0.587, -2.228], [4.634, -1.929, -9.117], [10.446, -2.895, -9.437], [-2.810, 3.425, -1.326], [-3.072, -1.063, 5.283], [-5.832, -2.039, 5.590], [8.450, -2.310, -9.607], [-0.538, 3.417, 5.920], [-1.173, 5.722, -0.262], [-2.407, 0.282, 6.386], [1.659, -2.259, -6.717], [2.491, -0.843, -8.093], [0.187, 3.686, 1.288], [-2.383, 1.456, -2.775], [-6.307, 1.862, -0.580], [-3.966, -0.594, 1.167], [3.228, 1.385, -2.835], [-4.433, 4.217, 0.455], [0.068, -2.119, 0.243], [-1.606, -0.099, 8.271], [-1.755, 3.715, -1.431], [0.763, -0.428, -3.623], [0.325, -3.059, -0.246], [-4.852, -0.992, -2.182], [0.203, -0.964, 3.920], [-3.957, -1.493, 0.701], [-0.254, 6.497, 6.652], [-4.541, 1.839, 0.656], [4.968, 0.383, -3.426], [3.871, 0.217, -1.651], [-1.209, 3.837, 0.924], [-6.221, 4.295, 0.293], [-4.895, -1.883, 0.688], [0.959, -0.438, 3.321], [-3.349, -2.698, -1.199], [-0.994, -3.807, 1.680], [9.537, -3.293, -9.876], [-0.656, 5.717, 6.017], [0.782, 4.340, 0.639], [-0.018, -3.699, 3.477], [-5.360, -1.246, 5.018], [-0.382, 4.482, 3.234], [-0.174, 4.405, 6.528], [-0.821, 1.788, -3.542], [3.778, -2.609, -8.038], [-2.173, -0.308, 9.323], [-2.113, -0.616, -0.552], [1.923, -1.380, -5.563], [0.709, 3.069, 3.318], [9.629, -3.415, -10.949], [9.257, -4.222, -9.388], [3.651, -3.660, -8.337], [-0.744, -1.703, 2.967], [2.401, -1.937, -7.934], [4.939, -1.836, -6.636], [4.714, 1.783, -1.917], [4.512, 1.203, 5.717], [-5.227, 0.104, 6.879], [1.815, -2.318, -8.787], [2.476, 1.046, 3.512], [2.611, -1.857, -4.853], [-0.305, 5.810, 4.993], [-2.370, -1.215, -3.924], [-1.595, 4.310, -2.335], [5.642, -2.363, -9.113], [0.471, 3.983, 2.767], [-5.059, -0.070, -0.852], [-2.079, -4.005, 4.798], [-4.359, -0.460, -1.474], [2.907, 1.034, 6.480], [-1.741, 5.694, 6.043], [3.469, -0.199, 5.303], [7.873, -1.828, -10.561], [8.220, -2.062, -8.444], [-3.657, -2.776, -2.161], [-0.917, 2.413, -1.460], [-1.110, 1.925, -0.497], [1.369, 4.612, 2.822], [-0.052, -0.516, -5.495], [-1.363, 4.550, -0.236], [0.127, -2.116, -4.691], [-0.818, -1.130, 2.038], [0.670, -2.155, -6.926], [2.887, 1.643, 4.487], [-1.535, 1.647, 7.131], [1.143, 0.072, -0.600], [0.751, -1.662, 4.567], [-4.284, -1.398, 4.992], [-1.612, -0.963, 0.356], [-2.238, 0.838, 7.304], [-5.627, 0.031, 5.734], [-5.204, 4.125, -1.166], [-0.322, -0.213, 4.518], [3.495, 0.846, 5.587], [2.385, -0.424, -5.866], [2.828, 2.845, 4.646], [-0.096, -2.991, -2.002], [-6.226, 0.910, 5.149], [0.489, 0.410, 0.523], [4.212, -2.080, -10.119], [0.462, 2.646, 1.060], [0.829, -2.898, 2.158], [-0.361, -4.182, 0.508]],
  "atomic_forces_ev_per_a": [[0.34, 0.38, -0.42], [-0.14, -0.09, 0.17], [-0.09, 0.14, 0.33], [-0.02, -0.09, 0.05], [-0.18, -0.08, -0.07], [-0.24, 0.07, -0.05], [0.15, -0.24, -0.06], [-0.03, -0.25, -0.03], [-0.33, 0.14, 0.35], [2.49, -1.80, -1.22], [-0.06, -0.01, -0.04], [0.08, 0.05, 0.01], [-0.20, -0.01, -0.10], [0.41, 0.04, 0.08], [0.07, -0.19, -0.03], [0.11, 0.10, -0.02], [-0.13, -0.14, 0.20], [0.37, 0.37, -0.04], [0.11, -0.16, -0.03], [0.06, -0.07, 0.00], [-0.21, 0.00, -0.09], [0.22, 0.13, 0.21], [-0.09, -0.16, -0.05], [-0.24, -1.86, -0.64], [-0.20, 0.04, 0.07], [-0.15, -0.05, 0.14], [-0.37, 0.60, 0.49], [0.11, -0.28, 0.10], [-0.02, -0.02, 0.05], [0.15, 0.14, -0.15], [3.07, 1.67, 1.25], [-0.14, 0.01, 0.10], [-0.03, 0.04, -0.01], [0.00, 0.05, 0.10], [0.22, 1.22, -0.08], [0.08, 0.28, 0.28], [0.02, 0.45, -0.11], [0.16, -0.17, 0.17], [0.21, -0.26, 0.13], [0.16, -0.20, 0.20], [0.03, 0.10, 0.12], [-0.13, 0.01, 0.01], [0.02, -0.02, -0.03], [-0.01, -0.03, 0.01], [0.14, -0.11, -0.27], [-0.14, 0.53, -0.02], [0.26, -0.52, 0.11], [0.02, -0.30, -0.15], [0.00, 0.16, 0.50], [0.13, 0.06, -0.01], [0.22, -0.14, -0.46], [0.23, -0.21, -0.05], [0.01, -0.03, 0.01], [-0.10, 0.03, 0.02], [0.15, 0.18, -0.27], [-0.01, 0.01, -0.03], [0.23, -0.10, 0.13], [-0.03, -0.01, -0.05], [-0.03, 0.22, -0.01], [-0.35, -0.25, 0.21], [-0.34, 0.02, 0.08], [0.25, 0.32, 0.56], [0.00, -0.04, -0.11], [0.04, 0.09, 0.06], [-0.13, -0.09, 0.19], [-0.08, 0.09, -0.10], [-2.52, -0.21, -0.43], [0.13, -0.04, -0.13], [0.08, -0.06, -0.04], [-0.12, -0.12, 0.20], [0.23, 0.27, -0.38], [0.09, -0.14, 0.00], [-0.29, -0.05, 0.31], [0.07, -0.16, 0.51], [-0.27, 0.20, -0.08], [-0.02, 0.02, 0.01], [0.02, 0.02, 0.05], [-0.14, 0.16, 0.24], [0.57, -0.18, -0.42], [-0.31, -0.20, -0.17], [-0.22, -0.12, -0.09], [-0.05, 0.05, -0.03], [-0.02, 0.04, 0.03], [0.02, 0.15, 0.21], [0.11, 0.15, 0.16], [0.24, 0.22, 0.02], [-0.08, 0.03, -0.23], [-0.03, -0.02, 0.00], [-0.15, -0.18, -0.22], [-0.28, -0.03, 0.16], [-0.26, 0.08, 0.00], [0.15, -0.04, -0.38], [0.04, -0.03, -0.10], [-0.07, 0.18, 0.09], [-0.13, -0.31, -0.03], [0.01, 0.05, 0.01], [0.00, -0.03, -0.05], [-0.01, 0.01, -0.02], [0.08, -0.03, 0.06], [0.02, 0.03, -0.05], [0.33, 0.11, -0.01], [-0.53, 0.20, -0.17], [0.35, 0.13, -0.22], [-0.30, -0.02, 0.18], [-0.03, -0.38, -0.04], [-0.28, -0.84, -0.15], [-0.02, 0.20, -0.03], [-0.20, -0.08, 0.28], [0.10, -0.15, -0.06], [-0.10, 0.12, 0.03], [0.11, -0.05, 0.01], [0.59, 0.11, -0.02], [-0.22, 0.17, 0.09], [-2.84, -0.07, -0.16], [-0.02, -0.13, -0.35], [0.07, 0.27, 0.11], [-0.03, -0.63, -0.39], [-0.06, 0.00, 0.00], [0.05, -0.13, -0.03], [-0.02, -0.10, 0.00], [-0.15, -0.10, -0.04], [0.14, -0.14, 0.03], [0.13, -0.20, -0.22], [0.09, 0.16, 0.05], [-0.20, -0.04, -0.13], [-0.01, 0.15, 0.19], [-0.03, 0.29, -0.04], [-0.21, 0.08, 0.12], [0.24, 1.56, 0.12]],
  "lowdin_charge": [-0.347, 0.035, 0.058, 0.090, 0.785, 0.099, 0.044, -0.157, -0.719, -0.515, 0.070, 0.046, 0.076, -0.428, 0.068, 0.069, 0.097, -0.407, 0.036, -0.432, 0.084, -0.038, 0.085, 0.145, -0.136, 0.019, 0.906, -0.061, 0.097, 0.104, 0.017, 0.107, -0.454, 0.045, 0.131, 0.066, -0.057, 0.115, -0.197, 0.042, 0.059, 0.056, 0.092, 0.090, -0.027, -0.456, -0.083, -0.493, -0.556, 0.051, -0.009, 0.070, 0.094, 0.068, -0.451, 0.053, -0.050, 0.099, 0.074, 0.063, 0.064, -0.009, 0.042, 0.053, 0.126, 0.126, 0.047, 0.061, -0.435, 0.062, -0.435, 0.068, -0.293, -0.212, 0.041, 0.090, 0.100, 0.138, -0.284, -0.209, 0.095, 0.097, 0.099, 0.044, 0.120, 0.049, 0.113, 0.083, 0.092, 0.128, 0.050, -0.057, 0.023, 0.099, 0.066, 0.104, 0.104, 0.094, 0.060, 0.071, 0.023, -0.320, 0.057, 0.081, 0.096, -0.516, 0.057, 0.115, 0.095, -0.424, 0.076, 0.382, 0.088, -0.028, 0.018, 0.051, -0.421, 0.102, 0.096, 0.057, 0.114, 0.059, 0.563, 0.057, -0.246, 0.081, 0.088, 0.140, -0.552],
  "e_homo_ev": -5.28,
  "e_lumo_ev": 1.381,
  "total_charge": -1,
  "total_energy_ha": -5219.1285,
  "orbital_gap_ev": 6.660
}